No. 1
57
Properties=species:S:1:pos:R:3:nbo_charge:R:1 method="wB97M-V/def2-TZVPD" homo_energy_ev=-6.4 lumo_ev=-2.08 gap_ev=4.31
H -2.44 0.43 -3.29 0.23
H 0.58 6.01 1.69 0.23
C -1.68 3.05 0.55 -0.25
N -3.70 -1.91 -3.01 -0.49
C -2.62 -1.46 -2.24 0.22
H -5.69 -2.28 -2.44 0.18
C 2.99 -0.57 1.05 -0.09
O -1.35 2.27 4.34 -0.95
H 0.90 1.00 0.24 0.26
C -0.47 -0.52 -0.65 -0.17
C -1.20 3.97 -0.40 -0.16
C 3.53 0.65 1.42 -0.16
C -1.00 0.27 -1.69 -0.16
C -1.11 -1.76 -0.36 -0.11
H 2.77 -4.85 0.96 0.22
H 6.56 -0.49 2.59 0.22
H -4.01 -2.80 -4.86 0.19
H -1.46 3.85 -1.45 0.22
C 4.83 0.66 1.98 -0.20
S -1.60 1.79 3.00 2.14
H 5.27 1.61 2.32 0.23
H -2.33 2.25 0.24 0.25
H -0.49 1.21 -1.92 0.22
C 5.04 -1.76 1.69 -0.26
O -2.91 1.29 2.61 -0.96
H 4.45 -4.26 0.96 0.23
H 5.60 -2.70 1.76 0.22
C -5.06 -1.45 -2.79 -0.40
H -5.50 -1.09 -3.72 0.19
H -0.24 4.35 3.36 0.25
H -5.08 -0.65 -2.04 0.22
C 3.78 -1.74 1.13 0.20
Cl -0.15 -0.63 3.52 -0.01
C -0.50 4.25 2.31 -0.22
H -4.18 -3.90 -3.48 0.18
C 0.14 5.94 -0.96 0.28
H -2.58 -3.23 -0.97 0.23
H 2.94 1.56 1.29 0.23
C -0.38 0.68 2.49 -0.89
H 3.56 -4.48 -0.59 0.22
C 1.74 -0.94 0.41 -0.11
C 0.70 -0.08 0.10 0.00
H 1.15 -2.96 -0.40 0.23
N 0.57 6.69 -1.76 -0.31
C -0.37 5.02 0.02 -0.19
C 1.84 -2.32 0.14 0.12
H -0.56 0.38 1.45 0.19
H -0.73 -2.37 0.46 0.21
C 5.57 -0.53 2.14 -0.20
C -0.04 5.18 1.37 -0.16
H -2.55 -3.35 -3.98 0.21
C -2.12 -2.25 -1.17 -0.26
C -2.05 -0.18 -2.47 -0.22
N 3.04 -2.79 0.56 -0.32
C 3.48 -4.17 0.46 -0.41
C -1.28 3.18 1.88 -0.18
C -3.60 -3.06 -3.88 -0.39



No. 2
25
Properties=species:S:1:pos:R:3:nbo_charge:R:1 method="wB97M-V/def2-TZVPD" smiles="CC[C@H](C)OC(=O)c1cnccn1" homo_energy_ev=-9.5 lumo_ev=0.44 gap_ev=9.94
H 3.74 -1.40 -0.67 0.22
C -3.04 -1.40 0.06 0.03
H -2.92 -2.47 0.24 0.20
N -4.18 -0.83 -0.13 -0.39
H -5.20 1.09 -0.48 0.21
C -0.42 -1.04 0.63 0.79
H 2.04 -0.92 0.96 0.19
H 3.39 0.90 -0.01 0.20
O -0.40 -1.52 1.70 -0.54
H 2.13 1.29 -1.24 0.22
H 2.31 -2.44 -1.06 0.21
H 0.68 2.07 0.81 0.23
N -1.86 0.71 -0.08 -0.39
C 1.89 -0.58 -0.05 0.10
C -4.25 0.51 -0.31 -0.03
H 2.59 -1.08 -2.05 0.21
H -3.11 2.33 -0.48 0.20
C 2.70 -1.41 -1.05 -0.62
C 2.34 0.91 -0.22 -0.41
C 1.74 1.72 0.93 -0.62
C -1.80 -0.59 0.14 0.09
H 2.42 2.54 1.19 0.21
O 0.49 -0.71 -0.35 -0.51
C -3.08 1.23 -0.32 -0.01
H 1.80 1.10 1.82 0.20



No. 3
91
Properties=species:S:1:pos:R:3:mulliken_charge:R:1 method="wB97M-V/def2-TZVPD" homo_energy_ev="-8.5 / -8.6" lumo_ev="0.28 / 0.28" spin_multiplicity=4 gap_ev="8.73 / 8.86"
O -0.65 -1.54 0.84 -0.23
H 5.27 0.09 2.73 0.45
C 3.09 1.95 -3.40 -1.76
C -3.27 2.07 2.79 -0.77
H 1.76 1.48 2.45 -0.07
C 0.60 4.09 0.66 0.27
H -3.29 -1.04 4.19 0.60
H 0.35 1.48 -3.78 0.45
C -3.44 -0.69 3.17 -0.90
H -2.56 2.88 2.61 0.18
H 0.70 -4.84 -2.13 0.23
O 0.40 -3.82 0.27 -0.15
H 5.54 0.00 0.98 0.36
C 0.96 -4.39 1.48 0.46
H 2.79 -5.38 2.04 0.48
C 1.96 1.87 -2.41 1.29
H 2.91 1.28 -4.24 0.32
H -3.71 2.22 3.78 0.64
F -1.43 -0.24 -3.81 -0.36
H -2.40 -2.39 2.33 -0.75
C -3.36 -1.88 2.22 0.18
H -1.07 -4.92 -2.04 0.35
O 0.67 0.80 0.32 1.76
S -2.20 0.61 2.86 0.14
H 0.87 -2.81 -4.56 0.49
H 3.02 0.92 3.57 0.52
H -0.25 -3.27 2.87 -0.01
H 0.38 -5.30 1.62 0.42
H 3.16 2.97 -3.79 0.41
C -0.31 3.08 1.31 0.19
H -5.77 -1.50 -0.18 0.57
H 4.42 -1.13 1.77 0.13
C 2.42 5.78 -0.45 -0.20
C 1.78 4.47 1.30 -0.28
H -6.08 0.95 -0.46 0.59
O -0.48 -2.37 -1.52 0.16
C 4.79 -0.10 1.76 -1.41
H 1.98 4.09 2.29 0.61
F -1.47 0.32 -1.58 0.43
H -5.50 -0.64 1.33 0.46
H 2.32 -1.81 0.70 -0.57
H 2.17 2.52 -1.55 -0.17
S -3.87 1.73 0.04 0.07
H 1.82 -2.76 -3.08 0.29
H 2.13 -0.25 2.60 -0.39
H 4.06 1.90 1.57 0.46
C 2.57 0.76 2.59 -0.24
H -0.17 2.12 -2.22 -0.49
H 2.49 -5.35 0.29 0.31
C -5.10 -0.80 0.32 -1.09
F -3.06 1.18 -3.00 -0.30
C 1.83 -1.59 -0.25 0.39
H 2.42 -2.05 -1.04 0.66
H 1.18 -4.05 3.57 0.54
H -5.15 1.34 2.01 0.50
H 0.80 -1.37 -3.54 0.04
C 0.79 -3.51 2.70 -1.03
F -3.12 -1.05 -2.47 -0.36
H 4.04 1.69 -2.94 0.39
H 1.34 -2.57 2.62 0.14
C -0.22 -4.55 -2.62 -1.49
H -4.14 -2.60 2.49 0.68
H -4.43 -0.23 3.13 0.43
C -0.31 -3.05 -2.80 0.55
O 3.21 0.72 0.17 -0.26
N 2.68 5.29 0.76 -0.72
H -4.87 3.04 1.78 0.56
H 3.04 -3.89 1.13 0.15
O -1.20 2.58 0.54 -0.66
H 3.16 6.45 -0.88 0.39
C 2.41 -4.77 1.21 -1.28
C 0.61 2.19 -2.98 -0.57
H -4.82 0.31 -1.51 0.30
H 0.62 3.20 -3.39 0.31
H -1.22 -2.77 -3.32 0.24
B -2.30 0.04 -2.77 -0.07
Co -1.51 0.55 0.48 -0.21
C -5.09 0.51 -0.47 -0.76
C 3.66 0.89 1.55 0.49
P 0.18 -2.31 -0.13 -0.22
C 0.87 -2.45 -3.53 -1.07
S -3.45 -1.53 0.45 0.28
C 1.27 5.47 -1.15 -0.18
Br 0.98 6.23 -2.86 -0.17
H -0.56 4.31 -1.13 0.65
C -4.39 2.06 1.75 -0.88
P 1.83 0.21 -0.38 -1.11
H -0.25 -5.01 -3.61 0.46
C 0.34 4.60 -0.60 -0.26
O 1.94 0.48 -1.91 -0.28
O -0.14 2.81 2.50 -0.67



No. 4
65
Properties=species:S:1:pos:R:3:nbo_charge:R:1 method="wB97M-V/def2-TZVPD" homo_energy_ev=-9.9 lumo_ev=-3.90 charge=+1 gap_ev=6.05
H 2.63 -1.03 1.78 0.22
C 2.49 2.37 -0.07 -0.31
C -3.38 -1.85 -4.98 -0.20
C -1.67 -1.95 -2.67 -0.11
C -2.17 -0.70 -3.16 0.32
H -3.96 -0.07 3.15 0.22
H -1.67 -2.89 3.28 0.19
C 0.00 -1.14 3.12 -0.41
C -3.42 -0.45 2.27 -0.42
C 4.34 0.74 2.84 -0.43
C 2.54 -0.05 1.31 -0.11
C 3.40 0.96 1.70 -0.12
H -1.76 0.52 3.32 0.19
C 5.45 1.79 2.90 -0.41
H 4.34 3.48 3.65 0.20
H 2.78 4.75 0.65 0.22
H 3.59 5.28 2.14 0.22
H -3.86 -2.39 1.36 0.22
H 5.69 3.91 2.60 0.22
H 1.07 1.48 -1.37 0.23
C 3.70 4.67 1.23 -0.41
H 2.52 3.30 -0.64 0.23
H -2.91 -3.92 -5.21 0.23
H -3.54 -1.59 -6.03 0.21
C -3.45 0.59 -4.79 -0.41
C -1.89 0.48 -2.44 -0.32
H 0.70 -1.95 2.88 0.19
H -3.90 -0.05 1.37 0.22
H -0.52 -2.92 -1.15 0.21
N 3.99 3.30 1.61 -0.39
C -3.38 -1.98 2.26 -0.42
C -1.96 0.04 2.34 -0.22
H -2.68 1.35 -4.90 0.21
H -1.73 0.77 1.56 0.19
N -2.89 -0.66 -4.32 -0.41
C -1.90 -2.39 2.32 -0.22
C -1.08 0.45 -1.31 -0.13
H -2.29 1.43 -2.78 0.23
H -1.54 -2.84 -5.46 0.21
C 1.53 0.15 0.33 -0.13
C 1.66 1.35 -0.46 -0.13
H -0.35 -1.27 4.16 0.19
C -1.99 -3.22 -3.39 -0.43
H 3.79 0.74 3.79 0.22
H -0.88 1.37 -0.78 0.22
H 4.53 5.10 0.64 0.21
C -0.49 -0.77 -0.87 -0.21
H -4.36 -2.14 -4.56 0.19
C 3.32 2.24 1.08 0.36
C -2.42 -3.02 -4.84 -0.40
H 0.54 -0.19 3.05 0.20
H -3.90 0.41 -5.77 0.22
C 4.88 3.19 2.74 -0.21
N -1.09 -1.15 2.18 -0.43
H -1.10 -3.86 -3.37 0.23
H -4.23 0.98 -4.12 0.20
H 5.97 1.73 3.87 0.23
H -1.64 -3.09 1.52 0.20
H 6.18 1.59 2.11 0.21
H 0.65 -1.78 0.64 0.22
H 4.79 -0.26 2.75 0.23
C 0.48 -0.81 0.17 0.09
H -2.78 -3.76 -2.85 0.22
H -3.91 -2.39 3.14 0.22
C -0.89 -1.96 -1.53 -0.06



No. 5
188
Properties=species:S:1:pos:R:3:mulliken_charge:R:1 method="wB97M-V/def2-TZVPD" homo_energy_ev=-11.2 lumo_ev=-5.52 charge=+2 gap_ev=5.65
F 7.52 3.65 1.84 -0.24
H -5.39 -1.21 9.56 0.49
H 4.44 0.93 -3.37 0.78
H -4.17 3.47 -1.86 0.50
H -0.99 -5.07 -2.91 0.41
O 4.25 -0.46 -5.36 -0.59
C -3.37 -3.82 8.73 0.17
H -1.44 1.00 5.44 0.38
H -5.78 -5.21 10.75 0.40
H 3.49 3.58 -1.84 0.53
H 2.13 -0.95 -5.19 0.21
C 5.30 0.75 -2.80 -0.85
C 3.71 -1.64 -2.47 0.43
H -1.57 -7.88 -8.22 0.46
S 6.77 3.51 0.53 0.95
N 2.21 -2.71 -0.93 0.45
H -2.07 -3.24 -1.82 0.67
N -4.46 5.55 -2.54 0.43
H -3.31 0.47 0.56 -0.23
N 7.61 1.30 -2.66 0.40
H -0.33 7.73 3.18 0.41
C -1.76 -0.79 5.95 0.36
C 0.45 0.32 1.04 -0.68
O -0.91 4.27 -2.79 -0.16
H -2.36 -4.09 0.82 0.20
H 1.51 0.30 1.25 0.46
H 1.61 -3.86 5.26 0.30
F -1.89 4.15 5.68 -0.20
C -1.84 -4.55 -4.86 1.26
F 5.11 1.66 3.03 -0.37
C -0.79 4.40 -4.01 0.19
C -2.69 -0.79 2.61 -0.75
H 1.31 1.42 -4.52 0.67
H -3.23 -1.64 8.31 0.62
O -1.12 -4.59 2.58 -0.85
H -2.91 -3.79 -6.57 0.41
C -2.30 -3.40 -2.87 -0.39
C -3.93 4.57 -1.75 -0.46
H 8.66 1.97 -4.31 0.39
C -3.10 4.90 -0.67 -0.19
C -2.78 -3.63 -5.46 -0.88
H 1.02 -3.75 7.28 0.38
O 1.37 -3.00 -5.13 -0.86
H 0.63 -9.08 -8.36 0.39
H -6.10 5.54 -3.99 0.34
H 9.66 1.52 -3.06 0.37
C 2.78 -2.15 0.15 -1.18
C -4.15 6.82 -2.27 -0.47
C 5.41 -0.07 -1.66 1.26
O 0.31 -3.01 1.73 -0.30
H 2.31 -3.20 -3.00 0.76
C -0.28 7.22 2.20 -0.52
O 6.01 4.73 0.47 -0.61
N -0.31 -4.37 5.83 0.22
C -2.22 0.38 0.61 -0.39
C 0.76 0.99 -2.40 -0.95
F -1.11 3.43 1.43 -0.01
N 0.26 -7.13 -7.65 0.10
H -0.63 -3.42 9.06 0.47
C -0.72 -3.72 1.79 0.41
S 4.60 2.38 1.69 0.89
N -5.62 -3.20 10.13 0.06
H -1.57 5.41 -5.41 0.27
C 7.73 0.57 -1.50 -0.78
N 0.89 6.69 1.80 0.19
H -4.33 -1.93 -1.75 0.34
O -5.36 0.61 0.20 -0.74
H 0.43 -3.63 4.05 0.04
C -2.54 -4.64 6.48 -0.61
H -3.71 -5.85 9.47 0.48
C -2.58 6.15 -0.57 0.23
C -3.82 -2.47 8.82 -0.50
O 1.32 -0.84 -4.64 -0.05
H -2.60 4.08 -0.14 0.22
C 0.00 0.80 -0.13 0.10
C -5.22 -4.48 10.16 -0.19
C -0.43 -0.34 1.88 -0.47
C -0.94 -3.86 8.11 -0.65
H 2.01 -8.03 -8.41 0.33
O -1.77 6.45 5.06 -0.68
H 0.98 -5.21 4.41 0.40
H 0.11 0.16 -2.67 0.34
H -4.55 -0.95 -3.17 0.28
C 1.00 5.97 0.66 -0.89
H 8.73 2.98 -2.81 0.39
H -0.11 5.37 -1.16 0.63
H -3.54 -4.82 6.20 0.48
H -2.91 -0.81 -2.22 0.36
C 4.31 -1.03 -1.39 0.37
O 0.06 4.97 4.51 -0.50
C 6.40 1.36 -3.26 -1.04
C 0.73 -4.29 4.82 -0.84
H 8.69 0.57 -1.10 0.47
O 3.66 1.41 1.22 -0.35
C 3.01 3.07 -4.36 -0.96
C 0.24 -5.55 -5.86 -0.64
O -1.54 0.52 6.28 -0.55
C 0.94 -6.26 -6.83 -0.36
H 4.27 -0.76 0.71 0.55
C 6.65 -0.08 -1.01 0.04
H -4.54 7.59 -2.93 0.37
H 6.39 1.84 -4.19 0.58
O -0.95 2.35 3.55 -0.57
N -3.16 -2.56 -3.47 0.21
H 3.64 2.38 -4.85 0.37
O -0.07 -2.14 -3.64 -0.12
C 1.93 2.34 -0.91 -1.22
C -1.80 -6.38 -6.59 -0.75
O 0.03 3.95 -4.84 -0.76
C -3.75 -1.48 -2.60 -0.99
H 3.95 -1.44 -3.49 0.23
C -1.10 -7.17 -7.51 -0.34
C -1.63 -4.38 -3.52 -0.57
H 1.05 -3.97 0.30 0.05
H 2.25 3.45 -5.06 0.22
H -1.85 1.14 -1.31 1.65
H 0.82 -4.82 -5.37 0.54
H 0.73 -7.75 -9.58 0.36
N 2.41 2.48 -3.20 0.95
H -2.31 7.34 1.94 0.39
H 0.50 -3.82 -1.42 0.03
O -2.24 -1.48 6.87 -0.62
C -5.14 5.06 -3.78 -0.98
C 2.65 -2.52 -2.20 -1.35
C -1.41 0.84 -0.40 -1.04
C -3.35 -2.61 -4.77 -0.20
C 1.32 -3.94 -0.76 -0.58
H -2.39 -0.34 3.54 0.03
H 1.78 7.16 3.70 0.30
C 0.91 1.42 -1.17 0.45
H -7.60 -2.56 10.23 0.37
H -6.61 -1.74 11.36 0.35
C -2.26 -4.19 7.79 1.01
C 1.52 1.59 -3.46 -1.26
C 3.85 -1.32 -0.08 -0.40
H -6.78 2.40 0.17 0.31
C 0.91 -8.03 -8.57 -0.96
C 0.00 -4.01 7.13 -0.26
H -4.43 5.25 -4.54 0.40
O 4.10 3.62 2.21 -0.51
C -5.29 1.55 -0.62 0.65
N 5.87 2.32 0.84 -0.06
H 2.43 5.72 2.86 0.39
H -5.37 4.04 -3.62 0.26
O -3.09 2.65 2.49 -0.75
H 2.02 2.75 0.07 1.33
C 8.74 1.99 -3.31 -1.10
C -3.21 7.17 -1.31 -0.70
C -4.97 -2.20 9.49 -0.27
O -6.28 2.54 -0.64 -0.49
S -1.35 5.18 4.61 1.01
C 2.12 6.78 2.69 -0.81
S -1.83 3.25 2.88 1.17
N -1.73 -0.25 1.69 1.59
O 7.78 3.24 -0.45 -0.55
H 2.00 5.60 0.38 0.75
H -1.61 -5.04 4.45 0.91
H 1.89 -4.80 -1.03 0.38
C -1.39 7.09 1.42 -0.36
C 5.43 -0.90 -5.44 0.60
O -1.19 -1.26 4.94 -0.48
H 2.94 7.40 2.31 0.31
C -1.36 6.40 0.23 0.90
H -0.13 -0.66 2.92 0.28
O -1.85 5.19 -4.51 -0.42
H 2.20 -2.27 1.07 0.45
O -1.67 -3.42 0.69 -0.21
H 2.01 -6.14 -6.85 0.44
N -2.09 4.77 3.30 -0.27
H -7.05 -3.47 11.66 0.30
H 3.60 3.90 -4.00 0.38
C -4.07 -4.82 9.44 -0.56
H -2.93 8.19 -1.17 0.55
H 6.57 -2.37 -5.38 0.32
C -1.61 -4.68 5.45 -0.78
O 6.47 -0.26 -5.65 -0.76
O -4.43 1.78 -1.50 -0.75
C -6.77 -2.73 10.90 -0.94
C -0.14 5.87 -0.22 -0.30
O 5.71 -2.21 -4.98 -0.51
H -3.72 -0.59 2.33 0.38
H -2.88 -6.50 -6.74 0.45
H 6.71 -0.71 -0.14 0.60
C 2.73 2.80 -1.94 -0.18
C -1.13 -5.53 -5.71 0.47
H -2.63 -1.86 2.63 0.07
C 0.82 -2.07 -4.52 0.02
H -3.90 -1.80 -5.22 0.44



No. 6
40
Properties=species:S:1:pos:R:3:nbo_charge:R:1 method="wB97M-V/def2-TZVPD" homo_energy_ev=-18.2 lumo_ev=-13.00 charge=+3 gap_ev=5.24
H -2.09 -1.58 -4.13 0.26
C 0.25 -0.82 0.69 0.49
C -1.72 -3.99 -1.12 -0.03
C 2.87 2.53 0.73 -0.94
O -0.37 1.93 2.44 -0.46
H -0.22 5.04 2.71 0.36
H -1.38 -3.75 -3.28 0.27
Cl -1.54 3.40 -0.01 -0.05
H 2.41 1.45 -2.23 0.27
N -2.11 -3.03 -0.20 -0.31
H 2.24 3.37 0.39 0.24
H 4.00 1.10 -1.48 0.28
Zr -0.54 1.35 0.25 1.16
Se -2.76 -0.19 0.02 0.09
H 3.18 -1.24 0.60 0.27
H -1.41 -3.66 1.71 0.24
H 4.34 0.09 0.91 0.30
C 3.30 -0.23 1.02 -0.93
C -2.34 -3.31 1.21 -0.43
C -1.65 -3.38 -2.31 -0.01
C -0.93 4.27 3.06 -0.81
H -3.13 -4.08 1.32 0.27
C -2.13 -1.07 -3.17 -0.42
H 3.89 2.66 0.33 0.30
C -2.29 -1.82 -0.81 0.21
N -2.02 -2.05 -2.13 -0.30
H -1.96 4.69 2.99 0.36
H 3.03 -0.25 2.09 0.26
H -1.53 -5.03 -0.82 0.28
H 2.88 -0.21 -1.87 0.26
H -1.31 -0.35 -3.10 0.22
H -0.72 3.99 4.12 0.36
C -0.82 3.05 2.28 0.88
H 2.91 2.54 1.82 0.26
C 2.94 0.82 -1.51 -0.91
O 0.55 -1.94 0.83 -0.36
P 2.19 0.93 0.17 0.90
H -2.69 -2.37 1.70 0.23
Cl -0.25 1.68 -2.15 -0.30
H -3.06 -0.52 -3.07 0.24



E_tot (computed, eV): -59269.3557 -16601.8245 -214839.7269 -32010.4138 -194986.3961 -119740.1582
Energy above the lowest of the compared OMol25 structures with the same formula, charge and spin (computed, kJ/mol): 264.29 47.41 20.44 5.95 0.00 159.73